[1]
C6H24FN12O6 | wB97M-V/def2-TZVPD

## Properties
LUMO energy = 2.6 eV
HOMO = -6.647 eV
Relative energy (zero: lowest compared OMol25 entry of this formula, charge and spin) = 25.9 kcal/mol

```
! wB97M-V def2-TZVPD RIJCOSX def2/J DEFGRID3
* xyz -1 1
F 0.28 -0.18 -0.06
O -2.60 -2.47 -3.20
O -1.07 4.20 -0.21
O 3.43 -3.52 -0.39
O -4.85 1.01 1.23
O 2.93 0.35 -3.08
O 0.97 -0.85 4.27
N -0.79 -0.56 2.88
N -1.04 -0.81 -3.18
N 2.19 -1.84 -1.33
N -1.56 -1.89 -1.25
N -4.01 0.01 -0.64
N 4.69 0.72 -1.71
N -2.61 1.00 0.86
N -1.08 -0.68 5.20
N 2.61 1.60 -1.21
N 0.28 2.75 0.91
N 1.90 -2.37 0.85
N -0.43 2.23 -1.19
C -3.89 0.61 0.58
C -1.78 -1.81 -2.59
C 3.37 0.88 -2.07
C 2.57 -2.65 -0.31
C -0.24 -0.74 4.12
C -0.44 3.16 -0.19
H 5.12 1.30 -1.02
H 3.07 2.11 -0.48
H -0.72 2.38 -2.14
H 1.30 -1.56 0.87
H 0.60 1.81 1.07
H -2.54 1.57 1.68
H -0.06 -0.65 2.19
H -1.76 -0.35 2.80
H -4.88 -0.22 -1.08
H -1.81 0.74 0.30
H 2.65 -1.86 -2.22
H 2.44 -2.69 1.64
H -1.37 -0.35 -4.01
H -2.08 -0.79 5.14
H 1.63 1.39 -1.25
H 1.40 -1.25 -1.09
H 5.27 0.18 -2.33
H -3.17 -0.17 -1.16
H -0.28 -0.40 -2.66
H -0.01 1.38 -0.84
H -2.14 -2.49 -0.69
H -0.71 -0.35 6.07
H -0.94 -1.22 -0.80
H 0.19 3.35 1.71
*
```

***

[2]
C4H12BrO4Pt | wB97M-V/def2-TZVPD

## Properties
LUMO energy (alpha / beta) = -8.8 / -8.8 eV
HOMO (alpha / beta) = -11.761 / -11.761 eV
Expectation value of S² = 2.025
Relative energy (zero: lowest compared OMol25 entry of this formula, charge and spin) = 27.1 kcal/mol

```
! wB97M-V def2-TZVPD RIJCOSX def2/J DEFGRID3
* xyz 1 3
Pt 1.90 -4.72 -5.52
Br 1.74 -1.16 -3.95
O -3.02 3.65 -2.22
O -2.29 1.88 -4.07
O 1.55 -2.59 4.82
O 1.43 -1.29 2.16
C -2.49 2.51 -1.64
C 2.31 -0.87 3.18
C -2.72 1.44 -2.67
C 2.60 -2.15 4.03
H 2.87 -2.97 3.36
H -2.72 3.78 -3.13
H 0.72 -2.20 4.53
H -1.45 2.65 -1.32
H 3.22 -0.40 2.83
H 3.53 -1.95 4.57
H -3.06 2.35 -0.73
H -2.33 0.52 -2.22
H -1.46 1.44 -4.27
H 1.76 -1.00 1.31
H -3.78 1.31 -2.88
H 1.68 -0.25 3.82
*
```

***

[3]
C4H11N3O | wB97M-V/def2-TZVPD

## Properties
SMILES = [H]/N=C/[C@@H](N)[C@H](C)NO
LUMO energy = 0.9 eV
HOMO = -8.947 eV
Relative energy (zero: lowest compared OMol25 entry of this formula, charge and spin) = 68.8 kcal/mol

```
! wB97M-V def2-TZVPD RIJCOSX def2/J DEFGRID3
* xyz 0 1
O 1.87 1.97 1.30
N 0.66 -1.72 -0.48
N -2.49 -0.11 -0.05
N 1.41 0.62 1.17
C -1.68 -1.07 -0.05
C -0.24 -0.91 0.34
C 0.20 0.56 0.35
C 0.38 1.15 -1.05
H -0.14 -1.28 1.37
H -0.57 1.13 0.88
H 1.55 2.26 2.17
H 1.16 0.62 -1.59
H 0.51 -1.51 -1.46
H -1.94 -2.10 -0.34
H 2.16 0.14 0.67
H 0.66 2.20 -0.96
H 0.48 -2.71 -0.34
H -0.56 1.09 -1.60
H -3.44 -0.33 -0.33
*
```

***

[4]
C14H22ClF7N2O9PS | wB97M-V/def2-TZVPD

## Properties
LUMO energy = -4.7 eV
HOMO = -12.717 eV

```
! wB97M-V def2-TZVPD RIJCOSX def2/J DEFGRID3
* xyz 1 1
Cl -5.19 -1.52 -2.35
S -0.32 0.36 -1.73
P -0.44 -2.40 -2.68
F -0.53 3.69 -2.60
F -1.16 0.92 0.64
F -2.28 4.68 -1.88
F -0.52 4.70 -0.70
F -2.39 3.09 0.29
F -2.77 2.18 -1.59
F 0.35 2.20 -0.03
O 5.24 2.86 1.75
O -1.11 -3.83 3.62
O 5.78 4.43 3.29
O 4.00 4.72 1.93
O -0.81 -1.69 3.00
O -0.93 -3.88 -2.17
O -2.89 -2.44 3.50
O -0.53 0.81 -3.06
O 1.04 0.02 -1.55
N -1.22 -1.16 -1.47
N -1.16 -2.19 -4.21
C 3.59 4.05 0.73
C 4.30 1.83 -0.24
C 1.53 -1.68 2.34
C 4.04 2.64 1.00
C -1.23 3.96 -1.52
C -3.59 -2.13 -1.77
C 5.08 4.04 2.41
C 0.49 -2.23 3.28
C -3.85 -2.75 -0.38
C 0.23 -3.71 3.13
C -0.75 1.62 -0.41
C -2.70 -0.87 -1.67
C -1.81 2.69 -0.83
C -1.72 -2.64 3.39
H 1.36 -2.02 1.32
H 3.37 1.55 -0.73
H 1.49 -0.59 2.33
H 4.85 0.91 0.01
H 4.92 2.37 -0.95
H 3.33 2.11 1.65
H 0.91 -4.32 3.72
H -3.04 -0.30 -0.80
H -1.07 -1.45 -0.49
H 2.53 -1.99 2.65
H 0.74 -1.97 4.32
H 4.10 4.51 -0.11
H 2.51 4.13 0.59
H -2.00 -1.61 -4.22
H -4.50 -2.04 0.14
H -3.28 -2.86 -2.51
H -0.47 -1.66 -4.75
H -1.54 -4.26 -2.83
H -2.83 -0.27 -2.57
H -2.93 -2.92 0.19
H -4.45 -3.64 -0.55
H 0.25 -4.05 2.09
*
```

***

[5]
C3H4N2O2 | wB97M-V/def2-TZVPD

## Properties
SMILES = O=C1N=CC=N1.O
LUMO energy = -1.9 eV
HOMO = -11.064 eV
Relative energy (zero: lowest compared OMol25 entry of this formula, charge and spin) = 70.9 kcal/mol

```
! wB97M-V def2-TZVPD RIJCOSX def2/J DEFGRID3
* xyz 0 1
O -2.39 0.63 -1.34
O -0.91 0.29 1.78
N 0.36 -1.12 0.39
N 0.47 1.16 0.20
C 1.40 -0.82 -0.27
C -0.10 0.06 0.90
C 1.43 0.67 -0.45
H -2.42 1.50 -1.85
H 2.06 -1.48 -0.82
H -2.10 0.84 -0.44
H 2.19 1.32 -0.96
*
```

***

[6]
C5H5BeFLiO4 | wB97M-V/def2-TZVPD

## Properties
LUMO energy (alpha / beta) = -9.3 / -9.4 eV
HOMO (alpha / beta) = -16.224 / -17.187 eV
Expectation value of S² = 0.813
Relative energy (zero: lowest compared OMol25 entry of this formula, charge and spin) = 78.8 kcal/mol

```
! wB97M-V def2-TZVPD RIJCOSX def2/J DEFGRID3
* xyz 2 2
F -0.79 -0.73 1.82
O 2.02 1.16 -0.37
O -1.37 -1.76 -0.49
O 2.02 -0.14 1.50
O 0.45 -0.31 -0.12
C 1.13 1.31 -1.42
C -2.23 -0.78 0.00
C 1.59 0.22 0.46
C -0.05 0.65 -1.06
C -2.14 -0.89 1.44
Be -0.13 -1.48 0.34
Li -1.82 -2.65 -2.02
H -0.89 1.27 -0.75
H -2.81 -0.47 2.18
H 1.27 2.17 -2.07
H -1.87 0.03 -1.20
H -2.67 0.23 -0.04
*
```

***

[7]
C7H12NOS | wB97M-V/def2-TZVPD

## Properties
LUMO energy = -6.0 eV
HOMO = -14.396 eV
Relative energy (zero: lowest compared OMol25 entry of this formula, charge and spin) = 102.3 kcal/mol

```
! wB97M-V def2-TZVPD RIJCOSX def2/J DEFGRID3
* xyz 1 1
S -3.97 -0.39 0.32
O 0.06 -1.03 0.23
N -1.59 -0.11 -0.01
C 2.04 -1.31 0.83
C 1.24 1.12 0.80
C -3.45 0.99 -0.47
C -2.10 0.99 -0.57
C 1.18 -0.23 0.07
C 1.56 -0.08 -1.43
C -2.40 -0.94 0.54
H 1.35 -1.08 -1.99
H 1.88 -1.22 1.86
H -2.15 -1.79 1.16
H 0.84 1.81 0.00
H 1.74 -2.28 0.72
H 2.52 0.03 -1.72
H 3.03 -1.24 0.50
H 0.98 0.73 -1.80
H -4.08 1.87 -0.78
H 0.43 1.08 1.58
H 2.25 1.48 1.13
H -1.38 1.62 -0.99
*
```

***

[8]
C21H43BFI2NO9PS | wB97M-V/def2-TZVPD

## Properties
LUMO energy = -5.1 eV
HOMO = -11.234 eV

```
! wB97M-V def2-TZVPD RIJCOSX def2/J DEFGRID3
* xyz 1 1
I -0.24 -0.51 -2.79
I -1.34 -0.22 3.21
S -3.72 0.42 1.12
P -4.40 -2.32 0.29
F -4.77 0.49 -0.03
O 3.16 1.11 -0.27
O 5.14 4.71 -2.50
O -4.46 0.35 2.32
O -0.22 -4.61 1.06
O -2.81 1.48 0.87
O 5.85 6.75 -2.12
O 2.12 1.82 1.52
O -3.41 -4.12 5.53
O 0.06 -3.40 -0.96
N -1.89 -1.70 1.69
C -0.51 -2.00 1.09
C -0.97 -0.27 -0.76
C -2.94 -1.20 0.68
C -2.98 -2.88 5.02
C -3.94 -3.97 -0.38
C 7.80 8.12 -2.67
C 3.52 1.26 -1.66
C 2.41 3.46 -0.17
C 6.06 5.43 -2.20
C -3.43 -2.63 3.56
C -2.32 -0.95 -0.73
C 4.83 1.99 -1.83
C -5.84 -2.29 1.42
C -4.24 -4.05 -1.90
C -7.08 -1.68 0.72
C 6.82 7.67 -1.61
C 7.46 4.88 -2.00
C 0.04 -0.85 0.26
C -0.50 -4.35 -1.87
C 2.53 2.08 0.42
C -2.33 -2.87 2.52
B -0.27 -3.42 0.35
H 6.24 8.52 -1.26
H 1.48 3.90 0.19
H 7.94 4.80 -2.97
H 4.78 3.00 -1.44
H 0.14 -2.06 1.96
H -4.38 -3.07 -2.34
H -5.70 -1.82 2.38
H 5.62 1.47 -1.28
H -3.38 -2.10 5.66
H 7.37 3.89 -1.57
H -3.33 -4.79 4.85
H 3.59 0.24 -2.04
H 2.39 3.49 -1.26
H -1.43 -3.96 -2.29
H -0.65 -5.34 -1.43
H 3.24 4.06 0.18
H 0.19 -4.47 -2.70
H -3.03 -0.41 -1.34
H 8.08 5.48 -1.34
H 8.49 8.86 -2.27
H -2.23 -1.94 -1.19
H -6.10 -3.33 1.64
H -4.62 -4.68 0.10
H 5.10 2.04 -2.88
H -1.03 0.81 -0.64
H -2.61 -3.72 1.90
H -1.89 -2.80 5.08
H 7.32 7.26 -0.73
H -2.94 -4.33 -0.15
H 2.71 1.74 -2.21
H 0.40 -0.03 0.88
H -5.19 -4.57 -2.03
H -3.92 -1.66 3.49
H 8.39 7.28 -3.05
H -1.44 -3.18 3.06
H 7.27 8.55 -3.52
H -4.22 -3.36 3.39
H -7.47 -0.81 1.25
H -7.88 -2.42 0.69
H 0.92 -1.17 -0.29
H -3.49 -4.64 -2.43
H -1.07 -5.05 1.07
H -6.87 -1.44 -0.32
*
```

***

Number 1: electronic energy -39504.653 eV. Number 2: electronic energy -85806.148 eV. Number 3: electronic energy -10842.226 eV. Number 4: electronic energy -87943.683 eV. Number 5: electronic energy -10249.192 eV. Number 6: electronic energy -16754.148 eV. Number 7: electronic energy -21815.063 eV. Number 8: electronic energy -82103.360 eV.